No. 1
Below is C8H24O4 as an isolated structure, with properties calculated with ωB97M-V with the def2-TZVPD basis set.

XYZ file:
```
36
Properties=species:S:1:pos:R:3:mulliken_charge:R:1
H -6.548 9.229 -11.871 0.711
O -2.669 10.289 -10.380 -0.571
C -9.362 12.935 -16.096 -0.683
H -4.240 11.061 -11.427 0.372
H -8.015 11.312 -12.118 0.506
C -6.380 7.214 -12.844 0.351
C -8.587 12.187 -14.969 -0.660
H -7.497 12.179 -14.974 0.373
H -10.847 11.865 -16.530 0.309
H -5.558 10.633 -12.369 0.047
H -8.677 11.101 -15.002 0.328
H -2.651 9.838 -9.533 0.327
H -8.904 12.576 -14.002 0.303
O -5.998 9.321 -13.913 -0.853
H -9.047 12.651 -17.100 0.322
H -8.511 10.001 -13.122 0.380
H -3.995 7.944 -10.876 0.246
H -7.574 11.420 -13.697 -0.105
C -6.013 6.027 -11.924 -1.301
H -5.182 8.760 -12.045 -0.277
H -5.276 6.330 -11.179 0.260
O -5.197 7.785 -13.276 -0.450
O -10.745 12.645 -15.979 -0.503
H -6.909 5.643 -11.436 0.410
C -7.667 10.661 -12.920 -1.663
H -9.194 14.011 -16.140 0.312
H -3.539 8.700 -12.455 0.181
C -4.194 8.747 -11.585 -0.391
H -4.664 10.205 -10.011 0.395
C -6.327 9.925 -12.680 0.478
H -5.851 8.383 -13.773 0.434
C -4.011 10.145 -10.881 -0.741
H -5.557 5.216 -12.491 0.320
H -7.077 6.765 -13.551 0.479
H -6.940 7.955 -12.272 -0.038
H -4.669 7.341 -13.944 0.392
```

**Spin multiplicity**: 1
**Energy**: -16864.6155 eV

***

No. 2
Below is C35H52OP3SbTc as an isolated structure, with properties calculated with ωB97M-V with the def2-TZVPD basis set.

XYZ file:
```
93
Properties=species:S:1:pos:R:3:mulliken_charge:R:1
Sb 0.644 0.918 1.483 1.432
H 4.057 4.439 3.178 0.454
H -1.093 2.598 -2.509 0.341
C -0.784 -3.057 1.997 -1.230
C 0.128 0.233 -6.406 -0.467
C -1.215 -1.371 -4.699 0.542
H 0.990 -4.107 -1.374 0.273
C -2.775 -1.331 1.217 -0.888
H -1.326 2.440 3.460 0.507
C 5.018 1.704 1.445 -0.460
H -0.994 -3.329 -4.001 0.312
C 3.980 3.523 2.614 -0.761
C -1.283 4.726 0.328 -0.701
C 1.631 -0.007 4.260 -0.357
C 0.367 -0.260 -2.683 1.165
H 1.046 -4.685 0.334 0.442
H -2.585 -0.393 1.749 -0.265
H -1.042 0.516 -3.995 -0.408
H -0.381 -2.388 2.773 0.155
H 2.449 -0.399 6.212 0.457
H 0.717 0.668 -7.226 0.526
H 2.316 -1.013 -3.148 0.774
C -0.832 -0.455 5.456 -0.729
H -4.234 0.935 0.164 0.566
H 3.217 -1.146 -1.592 0.537
C -0.296 -0.314 -4.089 0.790
H -2.789 4.428 3.341 0.503
P 1.946 -2.413 0.075 0.824
C -2.125 2.223 -2.499 -1.738
C 0.469 0.123 3.489 0.915
C -1.320 3.064 2.568 -0.545
H 3.681 -2.874 -1.455 0.532
H 0.202 3.380 -0.469 0.676
H -3.792 2.550 -0.450 0.535
C 2.716 2.997 2.337 -0.509
C 3.417 -1.975 -0.891 -1.638
H -2.902 -1.362 -6.074 0.551
H 2.046 -1.797 2.483 0.120
H -2.825 -2.905 -1.186 0.344
H 4.232 -1.577 -0.281 0.632
C -1.922 -0.950 -5.828 -0.912
H -1.696 0.119 -7.653 0.544
C -0.762 -0.128 4.095 -0.375
C 2.602 1.802 1.632 0.422
H -1.698 -3.544 2.362 0.693
H -2.797 5.902 1.333 0.455
C -3.403 1.612 -0.047 -1.121
H 2.568 -4.566 -0.638 0.528
H 5.915 1.187 1.094 0.437
C 1.384 -1.279 -2.538 -0.910
C -0.460 3.588 0.374 -0.509
C 1.581 -4.126 -0.445 -1.154
H -4.170 -0.647 -1.534 0.558
H -1.686 -0.056 3.530 0.434
H -3.223 -2.007 1.965 0.625
C 1.538 -0.323 5.629 -0.797
C -2.057 -3.346 -0.541 -1.203
H -0.506 -0.365 -1.945 -1.915
H -1.795 -0.638 5.909 0.496
H 0.250 -0.773 7.324 0.437
Tc 0.497 -0.828 -0.422 -0.766
H 3.686 0.258 0.543 0.089
H -2.781 3.050 -2.199 0.516
H -0.043 -3.819 1.729 0.328
H 2.388 -3.501 2.192 0.558
P -2.259 0.872 -1.276 1.800
C -3.345 -0.329 -2.173 -1.034
H 2.617 0.156 3.819 0.484
H -1.260 5.368 -0.550 0.516
C -2.142 5.026 1.386 -0.751
C -1.203 -0.151 -6.719 -0.570
H 1.822 3.522 2.667 0.451
H -2.843 1.837 0.866 0.094
O -1.135 -2.764 -4.734 -0.459
H 1.683 0.363 -4.908 0.458
C -0.512 2.732 1.481 0.399
C 0.308 -0.543 6.248 -0.881
H -3.744 0.152 -3.069 0.429
C 2.535 -2.495 1.791 -1.110
H 1.232 -2.334 -2.820 0.341
C 3.755 1.172 1.149 -0.441
H -3.548 -1.126 0.464 0.456
H 3.606 -2.281 1.796 0.443
H 0.793 0.771 -2.663 0.620
C 5.146 2.887 2.181 -0.720
H -2.775 -1.213 -2.481 0.056
H -2.400 1.879 -3.505 0.626
C -2.144 4.195 2.504 -0.565
H -1.309 -3.832 -1.170 0.227
P -1.233 -2.062 0.506 1.109
C 0.647 0.081 -5.159 -0.555
H -2.509 -4.109 0.105 0.476
H 6.133 3.296 2.408 0.433
```

**Spin multiplicity**: 4
**Energy**: -75741.0265 eV
**Net charge**: +4

***

No. 3
Below is an isolated ion of composition C3H11N2S2 and charge +1, with properties calculated with ωB97M-V with the def2-TZVPD basis set.

XYZ file:
```
18
Properties=species:S:1:pos:R:3:mulliken_charge:R:1
H -2.038 0.949 -1.247 0.401
S 1.514 1.057 0.148 -0.022
C 0.318 -0.351 0.217 0.009
H 3.390 -0.026 1.043 0.204
H 0.056 -0.010 -1.863 0.395
H -1.884 -0.439 0.775 0.367
N 0.539 -1.380 1.072 -0.548
H -0.646 -1.492 -1.279 0.350
H -1.108 2.184 -0.490 0.471
C -1.240 0.418 0.699 -0.502
S 3.270 0.029 -0.297 -0.196
H -2.525 1.985 -0.129 0.388
H 1.479 -1.821 0.890 0.272
H -1.024 0.876 1.616 0.461
N 0.136 -0.801 -1.178 -0.310
H 0.905 -1.346 -1.636 0.392
C -1.662 1.364 -0.376 -1.408
H 0.518 -1.195 2.033 0.274
```

**Spin multiplicity**: 1
**Energy**: -27932.4180 eV
**Net charge**: +1
**SMILES**: CC[C@@](N)([NH3+])SS

***

No. 4
Below is a 2-piece molecular cluster, C3H9NO overall, with properties calculated with ωB97M-V with the def2-TZVPD basis set.

XYZ file:
```
14
Properties=species:S:1:pos:R:3:mulliken_charge:R:1
H 1.832 -0.328 0.385 0.316
H 1.911 0.104 -3.045 0.261
C -1.959 0.420 2.884 -0.245
N -2.215 -0.820 2.965 -0.491
H 0.086 -0.086 -0.643 0.196
C 1.211 -0.432 -2.419 -0.961
H -2.460 1.095 2.189 0.225
H 0.310 -0.671 -2.969 0.321
H 0.594 1.400 -1.521 0.270
H 1.834 -1.271 -2.123 0.302
C 0.891 0.409 -1.170 -0.171
O 1.973 0.393 -0.243 -0.535
H -1.224 0.902 3.534 0.259
H -2.784 -1.116 2.175 0.254
```

**Spin multiplicity**: 1
**Energy**: -6792.9955 eV
**SMILES**: C=N.CCO

***

No. 5
Below is a 2-piece molecular cluster, C3H9NO overall, with properties calculated with ωB97M-V with the def2-TZVPD basis set.

XYZ file:
```
14
Properties=species:S:1:pos:R:3:mulliken_charge:R:1
H 1.278 0.911 -4.144 0.286
H -0.574 -3.245 5.300 0.209
H -0.643 2.218 -4.155 0.210
H -0.455 -1.612 2.566 0.330
N 0.163 2.475 -3.602 -0.538
C -0.647 -3.007 4.233 -0.833
C 1.381 1.989 -4.280 -0.680
H -0.496 -4.014 3.868 0.217
C -0.748 -1.858 3.583 0.239
H -1.725 -1.074 4.956 0.308
O -1.455 -0.800 4.080 -0.469
H 2.232 2.227 -3.626 0.290
H 1.543 2.311 -5.309 0.228
H 0.146 3.480 -3.470 0.205
```

**Spin multiplicity**: 1
**Energy**: -6792.4936 eV
**SMILES**: C=CO.CN

***

No. 6
Below is a 3-piece molecular cluster, C2H11N2O2 overall, with properties calculated with ωB97M-V with the def2-TZVPD basis set.

XYZ file:
```
17
Properties=species:S:1:pos:R:3:mulliken_charge:R:1
H -1.208 4.669 1.140 0.307
H 0.713 1.118 0.892 0.207
H 0.025 -1.343 -2.543 0.325
N 0.858 -1.652 -2.073 -0.274
C 0.884 -0.810 -0.806 -0.359
O -0.117 -2.515 1.749 -0.590
H -1.039 -2.768 1.850 0.303
H 0.171 -2.475 2.633 0.303
H -1.468 3.508 1.923 0.295
H 1.768 -1.490 -2.570 0.379
O -1.158 3.740 1.096 -0.635
H 0.658 -2.617 -1.777 0.360
H -0.774 0.394 -1.421 0.268
N -0.142 1.170 0.341 -0.363
H -0.773 1.968 0.252 0.292
C 0.031 0.277 -0.713 -0.077
H 1.570 -1.174 0.026 0.261
```

**Spin multiplicity**: 1
**Energy**: -9320.0851 eV
**Net charge**: +1

***

No. 7
Below is a 2-piece molecular cluster, C5H9FO overall, with properties calculated with ωB97M-V with the def2-TZVPD basis set.

XYZ file:
```
16
Properties=species:S:1:pos:R:3:mulliken_charge:R:1
C -0.158 0.097 0.317 1.274
H 1.383 -0.934 1.529 0.326
O 1.366 -1.289 -2.748 -0.395
F 2.647 0.199 -1.621 -0.211
H -0.202 -0.217 2.336 0.327
C 1.494 -0.536 -1.851 0.366
H -1.104 1.353 -1.015 0.426
C -1.048 -0.957 -0.094 -1.230
C -0.657 1.458 -0.044 -1.605
H 0.058 2.217 -0.073 0.414
H -1.432 1.882 0.624 0.374
C 0.584 -0.162 1.535 -1.360
H -2.097 -0.526 -0.315 0.315
H -1.152 -1.839 0.520 0.369
H 1.239 0.666 1.972 0.330
H -0.921 -1.412 -1.072 0.279
```

**Spin multiplicity**: 1
**Energy**: -10092.1018 eV

***

Q: Which of these has the highest spin multiplicity?
A: C35H52OP3SbTc

***

What did the sixth record say?
Below is a 3-piece molecular cluster, C2H11N2O2 overall, with properties calculated with ωB97M-V with the def2-TZVPD basis set.

XYZ file:
```
17
Properties=species:S:1:pos:R:3:mulliken_charge:R:1
H -1.208 4.669 1.140 0.307
H 0.713 1.118 0.892 0.207
H 0.025 -1.343 -2.543 0.325
N 0.858 -1.652 -2.073 -0.274
C 0.884 -0.810 -0.806 -0.359
O -0.117 -2.515 1.749 -0.590
H -1.039 -2.768 1.850 0.303
H 0.171 -2.475 2.633 0.303
H -1.468 3.508 1.923 0.295
H 1.768 -1.490 -2.570 0.379
O -1.158 3.740 1.096 -0.635
H 0.658 -2.617 -1.777 0.360
H -0.774 0.394 -1.421 0.268
N -0.142 1.170 0.341 -0.363
H -0.773 1.968 0.252 0.292
C 0.031 0.277 -0.713 -0.077
H 1.570 -1.174 0.026 0.261
```

**Spin multiplicity**: 1
**Energy**: -9320.0851 eV
**Net charge**: +1

***

Q: Which value of spin multiplicity does entry 3 give?
A: 1